(1)
Here is a molecular structure, C30H33F10MoN5SSi2 from OMol25. Energies are from ωB97M-V with the def2-TZVPD basis set.

As for the expectation value of S²: 0.770. As for the net charge: +1. For the highest occupied orbital energy (spin up / spin down), the calculation gives -0.400 / -0.409 Eh. Its multiplicity is 2.

Each line ends with the Löwdin spin population.
Cartesian coordinates (Å):
Mo 0.297 -0.342 0.238  0.921
C -2.743 -0.202 0.801  0.008
N -1.803 -1.019 0.003  0.009
C -1.830 -2.427 0.522  0.000
C -0.711 -2.529 1.535  0.004
N 0.551 -2.196 0.840  -0.026
C 1.525 -3.281 0.633  0.000
C 3.227 -2.117 2.210  0.001
F 4.515 -1.567 2.034  0.000
C 3.357 -3.124 3.312  0.000
F 4.115 -2.719 4.336  0.000
C 2.743 -4.301 3.430  0.000
F 2.939 -4.995 4.555  0.000
C 1.760 -4.948 2.545  0.000
F 1.341 -6.118 3.025  0.000
C 1.217 -4.515 1.410  0.000
F 0.267 -5.289 0.838  0.000
C -2.154 -0.972 -1.433  0.005
C -0.958 -1.385 -2.260  0.008
N 0.216 -0.644 -1.777  0.022
C 1.262 -0.461 -2.693  0.003
C 1.121 -0.225 -4.068  0.002
F -0.090 -0.121 -4.634  0.001
C 2.208 -0.044 -4.907  -0.001
F 2.007 0.162 -6.200  0.000
C 3.498 -0.053 -4.404  0.002
F 4.534 0.130 -5.206  0.001
C 3.679 -0.234 -3.047  0.000
F 4.894 -0.214 -2.516  0.000
C 2.579 -0.425 -2.240  0.004
F 2.796 -0.560 -0.916  0.028
H -3.760 -0.588 0.693  0.000
H -2.707 0.824 0.456  0.000
H -2.460 -0.233 1.853  0.002
H -1.645 -3.114 -0.301  0.000
H -2.814 -2.639 0.944  0.000
H -0.689 -3.497 2.029  0.000
H -0.889 -1.801 2.334  0.002
H -2.425 0.057 -1.671  0.000
H -3.018 -1.612 -1.632  0.000
H -1.187 -1.181 -3.302  0.001
H -0.769 -2.462 -2.175  0.000
C 2.955 -2.838 0.896  0.000
Si 2.137 -0.649 2.994  0.008
C 1.136 -1.462 4.347  0.002
C 3.477 0.485 3.596  0.000
N 0.971 0.277 2.021  0.038
C 0.456 1.509 2.492  0.011
C 0.528 1.929 3.820  0.000
C -0.072 3.107 4.236  0.000
C -0.755 3.898 3.331  -0.002
C -0.825 3.509 2.001  -0.001
C -0.227 2.333 1.585  0.002
N -0.242 1.892 0.174  -0.005
Si -1.158 3.001 -1.048  -0.001
C -0.337 4.666 -1.120  -0.001
C -2.925 3.148 -0.448  0.000
C -1.056 2.232 -2.738  0.000
H 3.596 -3.722 0.855  0.000
H 3.296 -2.182 0.115  0.001
H 1.475 -3.593 -0.418  -0.001
H 1.784 -1.782 5.167  0.000
H 0.604 -2.346 3.990  0.000
H 0.396 -0.772 4.756  0.000
H 4.168 -0.073 4.230  0.000
H 3.112 1.343 4.156  0.000
H 4.049 0.855 2.743  0.000
H 1.031 1.313 4.550  0.000
H -0.007 3.398 5.276  0.000
H -1.229 4.817 3.646  0.000
H -1.351 4.143 1.305  0.000
H -0.063 5.085 -0.154  0.000
H -1.054 5.348 -1.590  0.000
H 0.557 4.647 -1.740  0.000
H -3.197 4.207 -0.467  0.000
H -3.099 2.804 0.569  0.000
H -3.616 2.628 -1.114  0.000
H -0.260 1.499 -2.824  0.000
H -0.842 3.031 -3.453  0.000
H -1.992 1.764 -3.048  0.000
S 2.254 2.374 -0.883  -0.015
C 1.048 1.550 -0.273  -0.034

---

(2)
Here is 5 unconnected molecules or ions with the total composition C30H33F3N7 in a non-equilibrium geometry from OMol25. Energies are from ωB97M-V with the def2-TZVPD basis set.

As for the net charge: +1. For the highest occupied orbital energy, the calculation gives -0.408 Eh.

Each line ends with the Mulliken charge.
Cartesian coordinates (Å):
C 3.513 0.400 2.766  -1.162
C 3.507 1.504 1.584  0.871
C 3.915 1.017 0.133  -1.070
N 3.183 2.749 1.935  -0.499
C 1.798 3.033 1.510  0.199
C 0.731 2.229 2.211  -0.372
C -0.696 2.486 1.739  0.450
C -1.971 1.757 2.313  -0.514
C -2.830 1.266 1.027  -0.596
C -3.719 -0.010 1.326  0.665
F -4.796 0.003 0.400  -0.243
F -4.221 -0.080 2.630  -0.256
F -2.933 -1.150 0.995  -0.121
C -0.706 3.526 0.633  -0.232
N 0.437 4.157 0.184  0.357
N 1.708 4.010 0.524  -0.764
H 4.343 -0.359 2.535  0.371
H 2.501 -0.112 2.863  0.284
H 3.811 0.965 3.705  0.380
H 4.820 1.623 -0.223  0.241
H 3.083 1.074 -0.641  0.340
H 4.251 -0.082 0.151  0.333
H 1.000 1.495 3.023  0.436
H -2.590 2.555 2.858  0.324
H -1.753 0.922 3.047  0.433
H -2.066 0.942 0.231  0.371
H -3.417 2.118 0.544  0.140
H -1.708 3.791 0.162  0.366
H 0.296 4.875 -0.553  0.302
N -4.358 2.430 -1.804  -0.192
C -4.189 3.133 -2.936  -0.196
C -5.231 3.669 -3.674  -0.562
C -6.527 3.468 -3.221  -0.096
C -6.732 2.744 -2.055  -0.923
C -5.622 2.251 -1.388  0.134
H -3.158 3.260 -3.252  0.359
H -5.035 4.229 -4.579  0.360
H -7.370 3.871 -3.772  0.391
H -7.729 2.568 -1.674  0.369
H -5.730 1.685 -0.472  0.358
N -3.819 -6.854 2.126  -0.548
C -2.711 -6.123 2.325  -0.313
C -2.653 -4.749 2.155  -0.424
C -3.805 -4.089 1.753  0.200
C -4.963 -4.820 1.539  -0.510
C -4.919 -6.191 1.740  -0.271
H -1.836 -6.685 2.635  0.347
H -1.731 -4.209 2.333  0.375
H -3.799 -3.015 1.609  0.371
H -5.880 -4.338 1.224  0.366
H -5.800 -6.806 1.589  0.353
N 0.353 -1.756 -0.093  -0.281
C 1.467 -2.471 -0.315  -0.141
C 1.533 -3.545 -1.186  -0.628
C 0.380 -3.909 -1.868  -0.227
C -0.786 -3.188 -1.656  -0.769
C -0.748 -2.127 -0.767  0.061
H 2.341 -2.151 0.244  0.428
H 2.461 -4.085 -1.328  0.381
H 0.391 -4.745 -2.558  0.404
H -1.703 -3.444 -2.171  0.394
H -1.630 -1.533 -0.571  0.373
N 7.023 0.134 -1.063  -0.428
C 6.827 0.744 -2.242  -0.082
C 7.796 1.485 -2.898  -0.519
C 9.043 1.609 -2.302  -0.149
C 9.272 0.991 -1.082  -0.421
C 8.238 0.269 -0.509  -0.191
H 5.836 0.621 -2.667  0.372
H 7.582 1.954 -3.850  0.357
H 9.827 2.182 -2.784  0.368
H 10.233 1.067 -0.588  0.356
H 8.371 -0.236 0.443  0.362

---

(3)
Here is a molecular structure, C30H33FN4O6OsPS from OMol25. Energies are from ωB97M-V with the def2-TZVPD basis set.

As for the expectation value of S²: 6.044. As for the net charge: +3. For the highest occupied orbital energy (spin up / spin down), the calculation gives -0.599 / -0.599 Eh. Its multiplicity is 5.

Each line ends with the Löwdin spin population.
Cartesian coordinates (Å):
Os 0.613 0.902 -2.020  2.421
C 1.496 -2.783 4.658  0.000
C 0.021 -2.628 4.354  0.010
C -0.750 -3.928 4.492  0.005
C -2.237 -3.667 4.344  0.022
C -2.542 -2.877 3.113  0.123
C -3.807 -2.870 2.575  -0.023
C -4.056 -2.174 1.399  0.153
F -5.256 -2.181 0.893  0.068
C -3.059 -1.468 0.705  0.108
C -1.787 -1.448 1.217  0.051
C -0.737 -0.692 0.514  0.034
O -1.022 0.007 -0.464  0.185
C 0.589 -0.815 1.087  0.081
C 0.749 -1.454 2.272  -0.015
N -0.258 -2.074 2.964  0.165
C -1.500 -2.132 2.442  0.097
C 1.822 -0.224 0.481  0.031
O 2.811 0.009 1.108  0.042
O 1.757 -0.049 -0.849  0.236
H 1.570 -3.211 5.657  0.000
H 2.036 -1.838 4.687  0.000
H 1.990 -3.472 3.971  0.000
H -0.416 -1.876 5.020  0.005
H -0.541 -4.347 5.475  0.000
H -0.395 -4.651 3.754  0.000
H -2.610 -3.103 5.207  0.010
H -2.815 -4.593 4.316  0.003
H -4.614 -3.421 3.041  -0.003
H -3.305 -0.951 -0.212  0.003
H 1.725 -1.498 2.729  -0.002
N -1.632 -1.401 -4.734  0.003
C -1.324 -2.525 -3.974  0.002
C -1.720 -3.854 -4.087  0.001
C -1.187 -4.728 -3.163  0.001
C -0.283 -4.303 -2.173  0.000
C 0.111 -2.985 -2.068  0.002
C -0.437 -2.090 -2.986  0.005
N -0.214 -0.732 -3.176  0.024
C -0.951 -0.371 -4.212  0.009
C -0.932 1.032 -4.599  0.011
C -1.380 1.686 -5.698  0.004
S -0.940 3.337 -5.620  0.017
C -0.189 3.085 -4.136  0.038
N -0.255 1.843 -3.694  0.030
H -2.246 -1.370 -5.533  0.000
H -2.393 -4.189 -4.864  0.000
H -1.453 -5.775 -3.214  0.000
H 0.134 -5.040 -1.501  0.000
H 0.850 -2.669 -1.343  0.000
H -1.918 1.293 -6.545  0.000
H 0.294 3.875 -3.581  0.001
C -0.756 5.248 0.722  0.000
C -1.000 4.482 -0.550  0.000
O 0.253 4.099 -1.213  -0.001
P 1.200 2.900 -0.873  0.014
O 2.592 3.478 -1.258  0.005
C 3.735 2.697 -1.750  0.010
C 4.764 3.661 -2.271  0.001
O 1.188 2.547 0.659  0.001
C 2.077 3.209 1.651  0.000
C 1.600 2.850 3.028  0.000
H -1.711 5.646 1.069  0.000
H -0.092 6.093 0.544  0.000
H -0.349 4.615 1.507  0.000
H -1.496 5.100 -1.295  0.000
H -1.589 3.575 -0.397  0.000
H 3.365 2.028 -2.536  0.011
H 4.102 2.092 -0.921  0.000
H 4.371 4.242 -3.103  0.000
H 5.633 3.103 -2.620  0.000
H 5.091 4.341 -1.487  0.001
H 2.045 4.281 1.457  0.000
H 3.075 2.826 1.447  0.000
H 0.687 3.376 3.301  0.000
H 2.375 3.124 3.745  0.000
H 1.436 1.776 3.112  0.000

---

(4)
Here is 2 unconnected molecules or ions with the total composition C30H33NO5 in a non-equilibrium geometry from OMol25. Energies are from ωB97M-V with the def2-TZVPD basis set.

For the highest occupied orbital energy, the calculation gives -0.228 Eh.

Each line ends with the Mulliken charge.
Cartesian coordinates (Å):
C -6.559 0.057 4.779  -1.004
N -6.398 0.643 3.458  0.219
C -7.640 0.619 2.706  -0.989
C -5.138 0.731 2.834  0.006
C -4.545 -0.385 2.211  -0.296
C -3.283 -0.298 1.630  -0.594
C -2.580 0.908 1.593  0.454
C -1.250 1.018 0.775  -1.909
C 0.039 0.797 1.464  0.650
C 0.345 1.835 2.459  0.394
O -0.258 2.881 2.536  -0.680
O 1.249 1.547 3.463  -0.429
C 2.033 0.358 3.275  1.665
C 3.009 0.516 2.129  -0.943
C 2.787 0.085 4.587  -1.724
O 1.125 -0.731 3.042  -0.433
C 0.222 -0.549 2.017  0.436
O -0.495 -1.500 1.715  -0.702
C -3.146 2.014 2.237  -0.414
C -4.400 1.938 2.831  -0.397
H -5.603 0.069 5.322  0.294
H -7.310 0.639 5.345  0.325
H -6.931 -0.988 4.717  0.318
H -7.498 1.058 1.708  0.286
H -8.030 -0.416 2.598  0.318
H -8.402 1.199 3.256  0.312
H -5.089 -1.327 2.195  0.360
H -2.820 -1.190 1.207  0.316
H -1.310 0.266 -0.023  0.399
H -1.211 2.043 0.383  0.490
H 2.472 0.723 1.187  -0.138
H 3.690 1.350 2.356  0.388
H 3.587 -0.414 2.020  0.330
H 2.085 -0.013 5.421  0.406
H 3.364 -0.840 4.484  0.371
H 3.471 0.917 4.787  0.379
H -2.578 2.943 2.283  0.357
H -4.840 2.811 3.306  0.385
C 4.763 -5.578 -1.824  -0.833
O 5.051 -4.356 -1.083  -0.418
C 4.397 -3.216 -1.424  0.926
C 4.810 -2.029 -0.762  -0.666
C 4.193 -0.835 -1.036  -0.405
C 3.076 -0.738 -1.929  0.471
C 2.438 0.516 -2.154  -0.445
C 1.901 0.929 -3.402  0.576
C 1.414 2.273 -3.520  -0.804
C 0.742 2.721 -4.646  -0.605
C 0.539 1.882 -5.758  0.972
C -0.288 2.358 -6.908  -1.383
C 1.151 0.625 -5.742  -0.841
C 1.881 0.178 -4.634  -0.470
C 2.689 -1.940 -2.587  -0.847
C 3.346 -3.146 -2.370  -0.523
H 5.404 -6.315 -1.338  0.247
H 3.706 -5.862 -1.729  0.343
H 5.036 -5.468 -2.884  0.357
H 5.607 -2.129 -0.024  0.441
H 4.598 0.082 -0.585  0.385
H 2.606 1.297 -1.419  0.328
H 1.596 2.966 -2.686  0.367
H 0.318 3.728 -4.682  0.386
H -0.544 1.537 -7.586  0.364
H -1.219 2.817 -6.550  0.360
H 0.237 3.127 -7.491  0.307
H 1.039 -0.023 -6.617  0.317
H 2.461 -0.735 -4.733  0.730
H 1.865 -1.925 -3.292  0.819
H 3.023 -4.054 -2.896  0.339

---

(5)
Here is a molecular structure, C30H34As2O8P2RuS from OMol25. Energies are from ωB97M-V with the def2-TZVPD basis set.

As for the expectation value of S²: 6.032. As for the net charge: +2. For the highest occupied orbital energy (spin up / spin down), the calculation gives -0.502 / -0.502 Eh. Its multiplicity is 5.

Each line ends with the Löwdin spin population.
Cartesian coordinates (Å):
Ru -0.563 -1.325 1.769  2.483
O -0.015 -3.570 3.354  0.028
P -0.718 -4.281 2.088  0.009
O -1.254 -5.588 2.401  0.007
O -1.570 -3.067 1.626  0.072
O 0.455 -4.313 0.939  0.003
P 0.952 -2.953 0.261  0.019
O 2.182 -3.369 -0.604  0.005
O -0.096 -2.250 -0.555  0.162
O 1.320 -1.991 1.414  0.043
H 0.487 -4.159 3.932  0.001
H 2.690 -4.140 -0.318  0.000
C -1.771 0.603 -0.648  0.014
C -1.013 0.515 -1.971  0.072
As 0.813 -0.147 -2.047  0.467
C 0.984 -1.439 -3.407  0.060
C -0.036 -2.368 -3.624  0.037
C 0.115 -3.306 -4.628  -0.001
C 1.282 -3.336 -5.386  0.052
C 2.306 -2.427 -5.146  -0.003
C 2.167 -1.476 -4.151  0.041
C 2.024 1.296 -2.406  0.085
C 1.635 2.389 -3.173  0.023
C 2.564 3.376 -3.464  0.005
C 3.865 3.275 -2.990  0.007
C 4.250 2.183 -2.223  -0.001
C 3.330 1.189 -1.930  0.012
As -1.309 1.842 0.862  0.014
C 0.233 0.934 1.757  -0.007
C 0.078 0.518 3.107  -0.020
C 1.182 0.102 3.863  0.061
C 2.453 0.138 3.313  0.015
C 2.629 0.581 2.008  0.030
C 1.538 0.955 1.239  0.059
C -0.405 3.229 -0.164  0.002
C 0.774 3.857 0.226  0.001
C 1.249 4.955 -0.479  0.001
C 0.543 5.447 -1.566  0.001
C -0.649 4.845 -1.945  0.000
C -1.122 3.745 -1.244  0.002
H -1.948 -0.399 -0.253  0.003
H -2.770 0.962 -0.915  0.001
H -0.956 1.491 -2.455  0.009
H -1.559 -0.151 -2.643  0.003
H -0.925 -2.374 -3.008  0.002
H -0.675 -4.021 -4.818  -0.001
H 1.393 -4.074 -6.169  0.003
H 3.211 -2.458 -5.738  -0.001
H 2.955 -0.756 -3.974  0.001
H 0.626 2.478 -3.554  0.001
H 2.270 4.225 -4.067  0.001
H 4.585 4.048 -3.224  0.000
H 5.267 2.102 -1.863  0.000
H 3.632 0.325 -1.346  0.003
H -0.885 0.644 3.588  0.002
H 1.039 -0.212 4.889  0.002
H 3.306 -0.163 3.905  0.000
H 3.624 0.631 1.586  0.001
H 1.705 1.312 0.233  0.009
H 1.327 3.516 1.092  0.001
H 2.166 5.436 -0.164  0.000
H 0.909 6.311 -2.105  0.000
H -1.221 5.240 -2.774  0.000
H -2.074 3.312 -1.532  0.000
O -2.362 -0.696 2.314  0.085
S -3.664 -1.602 2.372  0.008
C -3.499 -2.518 3.937  0.007
C -4.463 -1.885 4.941  0.001
C -4.586 -0.411 4.570  0.000
C -4.818 -0.402 3.064  -0.002
H -2.451 -2.385 4.211  0.000
H -3.670 -3.572 3.728  0.000
H -4.095 -2.033 5.955  0.000
H -5.439 -2.370 4.876  0.000
H -3.669 0.132 4.811  0.000
H -5.408 0.080 5.089  0.000
H -4.647 0.544 2.552  0.000
H -5.812 -0.773 2.802  0.000

---

(6)
Here is a molecular structure, C30H34ClGaO7 in a non-equilibrium geometry from OMol25. Energies are from ωB97M-V with the def2-TZVPD basis set.

As for the net charge: -2. For the highest occupied orbital energy (spin up / spin down), the calculation gives 0.070 / 0.044 Eh.

Each line ends with the Mulliken charge.
Cartesian coordinates (Å):
C 0.062 -0.827 -4.255  2.897
C -0.502 -1.869 -3.212  -2.120
C -0.114 0.592 -3.671  -2.323
C -1.306 0.459 -2.715  -0.577
H -0.286 1.314 -4.478  0.447
H 0.798 0.882 -3.112  0.443
C -1.101 -0.969 -2.153  0.234
H 0.325 -2.488 -2.844  0.420
H -1.286 -2.487 -3.679  0.581
C -0.125 -0.660 -1.028  -0.688
H -2.015 -1.371 -1.721  0.903
H -2.228 0.543 -3.308  0.639
C -1.272 1.317 -1.408  1.762
C 1.499 -1.018 -4.676  -0.404
C -0.678 -0.946 -5.580  0.593
O -1.459 -0.078 -5.945  -0.634
O 2.293 -1.815 -4.194  -0.592
O 1.812 -0.237 -5.725  -0.262
O -0.459 -2.034 -6.348  -0.371
C 0.143 -3.294 -5.922  -0.464
H 0.001 -3.514 -4.852  0.274
H 1.214 -3.278 -6.170  0.162
H -0.375 -4.048 -6.532  0.303
C 3.146 -0.421 -6.212  -0.752
H 3.873 -0.050 -5.479  0.302
H 3.185 0.164 -7.129  0.252
H 3.332 -1.482 -6.413  0.303
O -0.686 0.501 -0.378  -0.174
H 0.888 -0.429 -1.402  -0.008
H -0.025 -1.460 -0.277  -0.017
C -2.734 1.665 -1.057  -1.895
C -0.403 2.579 -1.497  -1.609
H -0.324 2.938 -2.538  0.242
H 0.606 2.396 -1.095  0.242
H -0.876 3.348 -0.872  0.483
H -2.819 1.988 -0.010  0.344
H -3.391 0.795 -1.212  0.402
H -3.055 2.493 -1.714  0.443
Ga -0.129 -0.288 2.444  0.894
C -1.475 -1.824 3.668  -0.748
C -1.828 -1.542 2.255  -0.209
C -1.271 -2.654 1.483  -0.925
H -2.647 -0.899 1.931  0.850
C -0.513 -3.461 2.352  -0.337
C -0.635 -2.963 3.682  -0.883
H -0.193 -3.413 4.573  0.342
H -1.940 -1.349 4.521  0.618
H -1.513 -2.852 0.442  0.481
H 0.027 -4.363 2.080  0.370
C 2.019 0.424 2.355  -0.651
C 2.276 -0.700 3.262  -0.950
C 2.643 -1.816 2.478  -0.525
H 2.210 -0.649 4.344  0.471
C 2.703 -1.410 1.104  -0.413
C 2.362 -0.045 1.022  -0.869
H 2.366 0.582 0.138  0.531
H 1.993 1.476 2.649  0.867
H 2.885 -2.805 2.853  0.422
H 3.014 -2.044 0.274  0.404
Cl -0.729 5.896 7.996  -0.364
C -0.658 4.557 6.928  0.358
C -0.487 3.273 7.474  -0.550
C -0.417 2.181 6.618  -0.644
C -0.541 2.402 5.247  0.070
C -0.711 3.668 4.687  -0.582
C -0.774 4.768 5.542  -0.595
C -0.470 1.253 4.340  0.526
O -0.089 0.102 4.728  -0.717
O -0.768 1.456 3.080  -0.565
H -0.399 3.117 8.543  0.354
H -0.270 1.156 6.960  0.384
H -0.794 3.794 3.608  0.437
H -0.905 5.772 5.153  0.366

---

Respective E values: -94710.466, -50216.425, -75177.683, -43369.265, -201703.523, -110889.866 eV.